# 1
DFT (the ωB97M-V functional and the def2-TZVPD basis) results for a cluster of 10 separate species, C34H64O26 in total.

Each line ends with the Mulliken charge.
Atoms and positions in Å:
O: -4.367 -2.943 0.659  -0.522
O: 0.659 -2.277 -2.195  -0.329
O: 3.537 0.280 -4.126  -0.135
O: 0.987 2.902 -4.413  -0.562
O: -1.260 2.730 -4.516  -0.364
O: 1.218 -6.235 1.323  -0.575
O: -0.138 1.785 -2.845  0.359
O: -4.801 1.965 4.512  -0.571
O: -2.152 -0.519 0.976  0.783
O: 3.960 4.103 1.638  -0.236
O: 2.610 -3.060 -1.753  -0.389
O: 0.833 0.318 1.492  -0.106
O: -1.322 -2.827 3.861  -0.022
O: -2.760 -4.450 0.803  -0.308
O: -2.935 3.920 -0.894  -0.312
O: -5.598 0.807 2.773  -0.397
O: -4.330 1.218 -2.055  -0.354
O: 0.902 -2.551 4.248  -0.616
O: 5.429 0.428 -1.991  -0.471
O: -3.223 -3.554 -1.209  -0.318
O: 0.995 -4.535 -2.215  -0.637
O: 3.452 4.369 -1.069  -0.177
O: 1.358 -4.045 1.150  0.091
O: 0.017 -4.614 4.175  -0.335
O: -4.343 -0.162 4.296  -0.360
O: 3.140 -5.165 1.870  -0.418
C: 3.751 5.508 -0.284  -0.815
C: -1.719 -4.950 -0.071  0.716
C: -2.322 4.045 0.333  -0.417
C: -1.490 1.335 -2.688  0.878
C: -2.235 -4.578 -1.471  -0.453
C: 2.268 -3.000 1.540  1.380
C: 2.917 0.254 -5.391  -0.808
C: 3.687 3.858 3.031  -0.759
C: -4.271 3.324 -0.872  -1.286
C: -4.291 1.798 -0.795  0.797
C: -1.326 -1.266 0.170  -0.065
C: 4.212 1.504 -3.724  -0.943
C: -1.294 -5.209 4.059  -0.282
C: -1.458 0.294 1.897  -0.546
C: -2.210 -3.939 4.094  -0.469
C: -0.066 -3.249 4.129  0.512
C: -0.059 2.539 -3.968  0.114
C: -2.238 2.341 -3.586  -0.294
C: -4.877 0.982 3.873  0.678
C: 3.404 5.270 1.142  -0.520
C: 2.044 1.097 1.178  -0.251
C: 4.558 1.480 -2.239  0.928
C: 5.689 0.339 -0.607  -0.425
C: -4.819 -1.249 3.513  0.421
C: -3.538 -3.581 0.092  0.529
C: 3.418 -3.823 2.147  -0.454
C: 1.385 -3.395 -2.063  0.576
C: 1.539 -1.032 -2.170  1.445
C: -4.706 -0.142 -2.032  -0.853
C: 2.122 4.271 -1.413  -0.078
C: -0.277 1.143 1.443  -0.662
C: 2.876 -1.651 -1.715  -0.066
C: -5.406 -0.483 2.328  0.340
C: 1.869 -5.257 1.468  0.441
H: 3.677 1.272 -1.642  -0.800
H: -1.626 -5.989 0.132  0.588
H: 3.711 6.146 1.692  0.479
H: -4.783 3.680 -1.784  0.312
H: -3.574 1.240 -0.156  -0.425
H: -5.245 1.575 -0.276  0.427
H: 2.372 -0.681 -5.431  0.230
H: -4.848 3.728 -0.043  0.554
H: -1.550 -5.884 4.834  0.333
H: 1.526 3.903 -0.539  0.104
H: -0.298 2.002 2.140  0.544
H: 6.112 1.247 -0.209  0.371
H: 1.892 2.158 1.552  -0.241
H: -1.112 -0.346 2.694  0.137
H: -2.029 3.055 0.770  0.044
H: -6.298 -0.870 1.805  0.395
H: 5.134 1.560 -4.260  0.461
H: 2.885 0.607 1.653  0.384
H: 3.183 6.325 -0.653  0.401
H: -1.353 4.559 0.171  0.084
H: -2.283 0.930 2.260  0.268
H: 3.740 -1.488 -2.339  0.428
H: 2.556 -2.499 0.614  -1.260
H: 1.808 -2.388 2.295  0.111
H: -4.656 -0.339 -3.043  0.376
H: 3.254 -1.256 -0.787  -0.283
H: 2.352 5.254 1.262  0.350
H: 3.360 -3.760 3.287  0.240
H: -1.725 1.446 -1.635  -0.776
H: 2.111 3.526 -2.241  -0.406
H: -1.326 -5.692 3.070  0.127
H: 2.207 1.082 -5.481  0.280
H: 4.416 -3.554 1.830  0.360
H: -1.893 -2.028 -0.335  -0.026
H: -2.998 -4.027 3.415  0.333
H: -2.650 -3.793 5.100  0.361
H: 3.658 0.276 -6.155  0.296
H: -1.493 -4.196 -2.106  0.214
H: -4.013 -1.910 3.241  -0.515
H: -2.789 -5.371 -1.960  0.294
H: 1.126 -0.308 -1.481  -0.785
H: -0.559 -1.737 0.814  0.398
H: -2.607 3.112 -2.989  0.328
H: 1.416 -0.673 -3.173  -0.018
H: -0.743 -4.415 0.086  -0.645
H: -2.955 4.571 1.050  0.410
H: 4.363 3.107 3.348  0.271
H: 3.615 2.341 -4.027  0.419
H: 4.757 0.217 -0.024  -0.123
H: 1.607 5.176 -1.803  0.358
H: 3.946 4.741 3.730  0.292
H: -0.348 1.428 0.387  0.139
H: -5.516 -1.784 4.180  0.275
H: -4.039 -0.738 -1.422  0.318
H: 2.651 3.455 3.165  0.259
H: -2.946 1.835 -4.202  0.282
H: -1.526 0.299 -2.985  0.232
H: 6.400 -0.404 -0.381  0.321
H: -0.785 -0.630 -0.538  -0.886
H: 4.783 5.665 -0.414  0.415
H: -5.739 -0.380 -1.676  0.274
H: 2.187 1.145 0.111  0.018
H: -4.563 -0.439 1.590  -0.204
H: 5.057 2.454 -1.931  0.467

Calculated values
SMILES string: O=C1OCCO1.O=C1OCCO1.O=C1OCCO1.O=C1OCCO1.O=C1OCCO1.O=C1OCCO1.COCCOC.COCCOC.COCCOC.COCCOC
HOMO (eV): -9.78
Gap between HOMO and LUMO (eV): 10.251

=====

# 2
DFT (the ωB97M-V functional and the def2-TZVPD basis) results for a cluster of 2 separate species, CH10Si3 in total.

Each line ends with the Mulliken charge.
Atoms and positions in Å:
Si: -0.703 1.068 -1.731  0.418
Si: 0.472 0.718 2.681  0.464
Si: 0.033 -2.178 -1.567  0.273
C: 0.286 -0.470 -1.287  -0.338
H: 1.136 -0.324 -0.512  0.204
H: 0.996 -3.011 -0.794  -0.084
H: -1.246 1.729 -0.517  -0.127
H: 0.971 -0.599 2.296  -0.109
H: -0.977 0.354 3.127  -0.085
H: -1.667 0.640 -2.710  -0.162
H: -0.012 2.271 -2.317  -0.117
H: -0.763 -3.186 -2.242  -0.072
H: 0.808 1.367 3.937  -0.130
H: 0.665 1.622 1.635  -0.136

Calculated values
SMILES string: [SiH2]=C[SiH3].[SiH4]
HOMO (eV): -8.91
Relative energy (zero: lowest compared OMol25 entry of this formula, charge and spin) (eV): 1.504
Gap between HOMO and LUMO (eV): 8.822

=====

# 3
DFT (the ωB97M-V functional and the def2-TZVPD basis) results for a cluster of 2 separate species, C3H9NO in total.

Each line ends with the Mulliken charge.
Atoms and positions in Å:
O: 1.775 -0.466 1.088  -0.653
N: -0.059 0.006 -1.586  -0.470
C: -0.564 1.512 0.262  -1.087
C: -0.679 0.099 -0.314  0.528
C: -1.044 -1.014 0.385  -1.088
H: 0.507 1.690 0.537  0.271
H: 0.081 -0.906 -1.934  0.223
H: 2.369 -1.196 0.991  0.293
H: -1.094 1.624 1.254  0.317
H: -1.765 -1.010 1.166  0.267
H: 0.718 0.611 -1.818  0.237
H: 0.865 -0.938 0.719  0.428
H: -0.819 2.226 -0.553  0.355
H: -0.931 -1.998 0.033  0.379

Calculated values
SMILES string: C=C(C)N.O
HOMO (eV): -8.60
Relative energy (zero: lowest compared OMol25 entry of this formula, charge and spin) (eV): 1.597
Gap between HOMO and LUMO (eV): 9.450

=====

# 4
DFT (the ωB97M-V functional and the def2-TZVPD basis) results for a structure of composition C7H10F4K2N2O14S4.

Each line ends with the Mulliken charge.
Atoms and positions in Å:
K: 2.302 -1.410 4.847  1.002
K: -3.198 1.874 3.214  0.947
S: 0.817 -4.152 1.913  1.244
S: -1.688 -0.537 0.828  0.791
S: 2.743 -4.996 2.805  0.987
S: 0.177 0.811 1.951  0.935
F: -0.302 2.211 2.627  -0.332
F: -3.335 -0.758 0.979  -0.388
F: -0.525 -4.666 1.254  -0.311
F: 2.837 -6.104 4.011  -0.282
O: 0.718 1.297 0.750  -0.426
O: 1.106 0.131 2.914  -0.398
O: 2.875 -3.785 3.620  -0.550
O: -1.605 0.278 -0.404  -0.457
O: 2.788 -3.438 -3.350  -0.605
O: -1.046 4.248 -0.478  -0.256
O: 1.475 -3.649 0.688  -0.438
O: 1.529 -1.687 -2.800  -0.368
O: 3.381 -1.874 -1.747  -0.403
O: -2.419 5.193 -1.821  -0.336
O: -1.069 -1.847 0.932  -0.398
O: 3.759 -5.254 1.765  -0.529
O: 0.386 -3.186 2.936  -0.597
O: -0.973 6.518 -0.667  -0.646
N: 1.167 -5.486 2.427  -0.462
N: -1.465 0.250 2.025  -0.318
C: -1.412 5.369 -0.954  0.605
C: -2.872 3.947 -1.822  0.604
C: 1.479 -0.619 -1.796  0.347
C: -2.837 3.530 -3.329  -1.512
C: 2.577 -2.405 -2.711  0.688
C: 2.697 -0.871 -0.982  -0.045
C: -1.823 3.157 -0.951  -0.035
H: -3.511 4.017 -4.034  0.376
H: -1.351 2.366 -1.532  0.234
H: 3.413 -0.054 -0.900  0.305
H: 1.463 0.407 -2.164  0.189
H: 0.682 -0.598 -1.053  -0.126
H: -3.127 2.513 -3.595  0.399
H: -1.919 3.841 -3.827  0.370
H: 2.417 -1.188 0.022  0.020
H: -2.419 2.745 -0.137  -0.024
H: -3.894 3.860 -1.453  0.199

Calculated values
HOMO (eV): -9.27
Gap between HOMO and LUMO (eV): 7.288